(1)
Entry from OMol25: a structure of composition C41H76N4O11S in a non-equilibrium geometry (ωB97M-V with the def2-TZVPD basis set).

Results
**Electronic energy**: -83066.791 eV
**HOMO**: -8.9310 eV
**Net charge**: 0

Element x y z (Å)
C  -3.542070  -2.763111  -7.831987
C  -2.304988  -2.629530  -6.968990
C  -2.560135  -3.091540  -5.542871
C  -1.362045  -3.876661  -4.982552
C  -0.605480  -3.175896  -3.851973
C  0.160356  -1.907259  -4.272551
C  -0.408832  -0.632904  -3.673299
C  -0.375581  -0.754704  -2.141217
C  0.198794  0.417029  -1.334751
C  -0.715453  1.486373  -0.746845
C  -1.389800  2.466935  -1.726856
C  -2.913622  2.479641  -1.731893
C  -3.607349  1.169094  -2.005619
O  -3.267073  3.415494  -2.761904
C  -4.165259  4.400045  -2.298008
C  -5.512874  3.860601  -1.909664
C  -6.018630  4.066086  -0.631902
C  -7.256241  3.540867  -0.273262
C  -7.981601  2.808041  -1.197712
C  -7.484694  2.606144  -2.479865
C  -6.251083  3.130761  -2.840964
O  -1.655551  0.944106  0.198195
S  -1.942933  1.982211  1.365673
O  -1.553248  1.388671  2.585724
O  -3.233383  2.535849  1.213877
O  -0.870294  3.071146  0.906810
C  0.138759  2.319483  0.188204
C  1.327260  3.077544  -0.332001
C  2.661885  2.458206  0.078996
C  3.207480  2.975495  1.394290
C  2.449016  2.587744  2.645329
C  3.217242  2.966133  3.907248
C  2.920001  2.088312  5.083305
O  1.611847  2.424296  5.594713
C  1.579771  2.651678  6.917700
C  1.168222  1.532512  7.779719
O  1.886011  3.701507  7.359553
H  -3.973527  -3.750379  -7.733927
H  -4.296408  -2.040994  -7.555895
H  -3.327852  -2.583382  -8.873590
H  -1.975361  -1.610426  -7.024237
H  -1.529523  -3.225677  -7.432808
H  -3.453989  -3.692478  -5.501446
H  -2.728689  -2.244741  -4.891809
H  -0.675753  -4.073033  -5.790645
H  -1.744921  -4.799363  -4.566629
H  -1.329715  -2.902441  -3.096508
H  0.097997  -3.876130  -3.421540
H  1.195695  -1.982136  -3.969338
H  0.171176  -1.857055  -5.353299
H  0.238548  0.184519  -3.970208
H  -1.382555  -0.391950  -4.068967
H  0.316783  -1.569959  -1.971048
H  -1.320420  -1.082531  -1.732417
H  0.947860  0.886762  -1.945686
H  0.660462  -0.038588  -0.469275
H  -1.113631  3.457152  -1.396488
H  -1.032064  2.361808  -2.738048
H  -3.260143  2.913905  -0.808821
H  -4.618534  1.223637  -1.632175
H  -3.143854  0.329134  -1.516460
H  -3.684229  1.020991  -3.071556
H  -4.302626  5.085421  -3.122548
H  -3.732246  4.978442  -1.486663
H  -5.433849  4.630784  0.067808
H  -7.618717  3.694407  0.723553
H  -8.927934  2.382381  -0.920055
H  -8.049192  2.025986  -3.182672
H  -5.861768  2.942120  -3.819992
H  0.507926  1.595511  0.912198
H  1.307653  4.072552  0.085961
H  1.285059  3.135863  -1.407911
H  2.619014  1.376948  0.113241
H  3.388175  2.709783  -0.681811
H  3.329889  4.052515  1.349918
H  4.206080  2.567377  1.495083
H  2.296540  1.513663  2.642420
H  1.462493  3.029387  2.676861
H  2.918198  3.955562  4.222765
H  4.280665  2.952482  3.713060
H  3.647779  2.233749  5.870839
H  2.911074  1.044188  4.811823
H  0.296752  1.013414  7.418057
H  0.931281  1.940202  8.746295
H  1.971834  0.830657  7.929815
C  4.115573  0.740774  9.773598
O  3.145193  0.065878  10.068210
N  5.369640  0.269044  9.698644
C  6.486448  1.097979  9.290434
C  5.597252  -1.125067  10.037835
H  4.036032  1.812762  9.522472
H  6.954144  0.690731  8.392384
H  7.234525  1.150676  10.084030
H  6.134689  2.103856  9.074202
H  4.991278  -1.760355  9.394623
H  5.295112  -1.311854  11.068498
H  6.649090  -1.367038  9.916145
C  -2.458564  0.957053  -8.855445
O  -2.813155  0.008007  -8.179775
N  -1.487945  0.895503  -9.780151
C  -1.094701  2.049236  -10.562839
C  -0.815789  -0.376492  -9.992103
H  -2.907317  1.953162  -8.760859
H  -1.242926  1.859134  -11.627594
H  -0.042601  2.286576  -10.393963
H  -1.696161  2.908126  -10.274406
H  -1.533335  -1.138866  -10.296123
H  -0.339657  -0.712847  -9.070458
H  -0.062638  -0.258900  -10.766318
C  4.255455  -1.783160  4.677797
O  4.923612  -0.818365  5.010874
N  3.575025  -2.572538  5.517885
C  2.802614  -3.718855  5.062799
C  3.602882  -2.264781  6.937168
H  4.157132  -2.091760  3.622001
H  1.755582  -3.602325  5.335110
H  3.187372  -4.631464  5.522043
H  2.868753  -3.809043  3.987266
H  3.198643  -1.267446  7.114198
H  4.627284  -2.283192  7.309304
H  3.005741  -2.995912  7.474270
C  1.535516  -5.797731  2.280136
O  1.024206  -5.221035  3.221651
N  0.959641  -5.921932  1.076084
C  1.598531  -6.613089  -0.025743
C  -0.358319  -5.336157  0.884685
H  2.531035  -6.272355  2.341540
H  1.740104  -5.936865  -0.871095
H  0.988531  -7.456733  -0.353369
H  2.570142  -6.986407  0.289390
H  -0.326453  -4.261723  1.067113
H  -1.071678  -5.773422  1.582836
H  -0.685402  -5.521229  -0.132859

Cartesian forces (eV/Å) of the 3 atoms listed first:
-0.135 0.141 -0.015
-0.630 -0.261 -0.370
1.030 0.145 0.041

(2)
Entry from OMol25: a cluster of 10 separate species, C41H77N9O11 in total (ωB97M-V with the def2-TZVPD basis set).

Results
**Electronic energy**: -79703.452 eV
**HOMO**: -8.7781 eV
**Net charge**: 0
**SMILES**: CC[C@H](C)c1cccc2c1C(=O)C=CC2=O.CNC(C)=O.CNC(C)=O.CNC(C)=O.CNC(C)=O.CNC(C)=O.CNC(C)=O.CNC(C)=O.CNC(C)=O.CNC(C)=O

Element x y z (Å)
C  -2.131260  -0.644687  -0.840010
C  -3.094918  -0.863525  0.314357
C  -4.275458  -1.778167  -0.026739
C  -5.152074  -2.097589  1.196123
C  -3.840731  -2.991491  -0.821612
C  -4.046352  -2.941165  -2.199985
C  -3.662072  -3.964223  -3.050987
C  -3.051164  -5.091437  -2.536054
C  -2.844838  -5.185369  -1.169702
C  -3.224993  -4.146386  -0.302342
C  -2.906453  -4.349735  1.138526
O  -2.712521  -3.447908  1.927755
C  -2.764137  -5.749721  1.606509
C  -2.414140  -6.727915  0.773878
C  -2.211794  -6.433451  -0.655632
O  -1.578418  -7.177557  -1.377406
H  -1.416383  0.129865  -0.573653
H  -2.648010  -0.332088  -1.748843
H  -1.556390  -1.539729  -1.069563
H  -2.546724  -1.262686  1.163995
H  -3.492039  0.113482  0.597570
H  -4.897227  -1.198840  -0.711103
H  -6.098436  -1.560859  1.121927
H  -5.402817  -3.155465  1.254171
H  -4.671377  -1.800027  2.123434
H  -4.512931  -2.054846  -2.606603
H  -3.839647  -3.870358  -4.112478
H  -2.736033  -5.900657  -3.176939
H  -2.903293  -5.953976  2.656688
H  -2.252897  -7.744151  1.103823
C  2.527340  -2.092904  3.382843
N  1.850305  -1.467550  2.269551
C  1.052282  -2.019012  1.330288
C  0.715794  -3.487673  1.429199
O  0.660514  -1.316706  0.402694
H  2.209981  -1.647438  4.327201
H  3.607385  -1.964264  3.293483
H  2.304838  -3.155481  3.412040
H  1.982228  -0.475450  2.104770
H  0.090581  -3.746371  0.578851
H  1.621238  -4.095410  1.403854
H  0.170004  -3.703623  2.348492
C  3.568265  -0.203715  -1.799524
N  3.163326  0.083410  -0.440060
C  3.701215  0.990917  0.407945
C  4.867217  1.813310  -0.081861
O  3.222562  1.140505  1.531203
H  2.744763  0.002934  -2.483640
H  3.850330  -1.254469  -1.902366
H  4.406773  0.420201  -2.084098
H  2.362183  -0.419683  -0.073021
H  5.133200  2.508197  0.708307
H  5.721881  1.172509  -0.306846
H  4.596244  2.377035  -0.975218
C  0.137211  5.138194  -1.298145
N  -0.881356  4.281887  -0.722332
C  -0.707281  3.147678  0.011649
C  0.710582  2.709937  0.265943
O  -1.678256  2.533571  0.431716
H  0.058345  6.153122  -0.903253
H  0.034968  5.185777  -2.384384
H  1.124864  4.755291  -1.062144
H  -1.848676  4.526183  -0.859787
H  0.692758  1.792351  0.845943
H  1.230897  2.516265  -0.673794
H  1.265897  3.467899  0.819722
C  -5.962002  2.759289  -3.141808
N  -5.164072  1.613245  -3.525599
C  -3.835944  1.396563  -3.303298
C  -3.076535  2.478865  -2.571103
O  -3.306773  0.367820  -3.686613
H  -6.777394  2.462306  -2.479564
H  -6.393332  3.245319  -4.019189
H  -5.346631  3.482787  -2.618424
H  -5.616842  0.860995  -4.019703
H  -2.044655  2.164602  -2.457999
H  -3.105127  3.411776  -3.138541
H  -3.494586  2.640846  -1.576981
C  2.396815  5.016441  4.738535
N  2.678451  4.488124  3.421668
C  3.279875  5.113658  2.372774
C  3.740643  6.537056  2.577661
O  3.428485  4.512683  1.322743
H  2.907811  4.434605  5.508882
H  1.325659  4.992835  4.947476
H  2.733571  6.046274  4.804692
H  2.417588  3.533258  3.219459
H  4.197815  6.887717  1.658371
H  2.900850  7.187342  2.825031
H  4.477502  6.601813  3.379058
C  5.902568  7.377134  7.654643
N  5.487589  7.928882  6.380143
C  6.218106  8.668647  5.500466
C  7.649952  8.974728  5.876108
O  5.727047  9.060532  4.456644
H  5.810406  6.289721  7.655266
H  5.291290  7.773990  8.466839
H  6.938252  7.631003  7.852196
H  4.540565  7.765639  6.077571
H  8.086546  9.564864  5.077123
H  7.697683  9.542558  6.805820
H  8.226891  8.057444  5.997760
C  -0.613029  -7.817196  -5.089619
N  -1.120385  -7.161379  -6.281628
C  -1.996370  -7.643473  -7.202330
C  -2.528087  -9.042532  -6.982082
O  -2.334984  -6.970138  -8.160711
H  -0.872440  -7.246924  -4.196393
H  0.473215  -7.910263  -5.136264
H  -1.038765  -8.809832  -4.994023
H  -0.802992  -6.225775  -6.480164
H  -3.207996  -9.274036  -7.795561
H  -1.717914  -9.772319  -6.975296
H  -3.066030  -9.112132  -6.036102
C  -6.488681  -3.185882  4.305426
N  -5.920993  -4.515708  4.196068
C  -4.718960  -4.957214  4.646547
C  -3.827315  -3.957616  5.342854
O  -4.383394  -6.121931  4.485066
H  -7.422203  -3.211325  4.870525
H  -6.692545  -2.770951  3.319149
H  -5.796683  -2.525007  4.816019
H  -6.466522  -5.229490  3.739040
H  -2.916493  -4.468504  5.638172
H  -3.572041  -3.137573  4.670349
H  -4.312969  -3.551680  6.231120
C  4.124300  1.476211  -6.763214
N  3.708377  1.682517  -5.389896
C  4.240525  2.523652  -4.465284
C  5.419254  3.369760  -4.888477
O  3.775019  2.583523  -3.338796
H  3.314561  1.719159  -7.452787
H  4.414564  0.437427  -6.927433
H  4.973577  2.109251  -6.996327
H  2.921997  1.152272  -5.047880
H  5.717560  3.977386  -4.040196
H  6.259879  2.745598  -5.193493
H  5.152018  4.023999  -5.718814

Cartesian forces (eV/Å) of the 3 atoms listed first:
-0.012 0.113 -0.140
0.312 0.221 -0.071
-0.033 -0.078 0.114

(3)
Entry from OMol25: a cluster of 13 separate species, C41H77NO12 in total in a non-equilibrium geometry (ωB97M-V with the def2-TZVPD basis set).

Results
**Electronic energy**: -69823.248 eV
**HOMO (alpha / beta)**: 0.0204 / -4.7641 eV
**Net charge**: -1
**<S²>**: 0.760
**2S+1**: 2

Element x y z (Å)
N  -1.334907  5.717158  -0.358388
C  -0.808267  6.979118  -0.196688
C  0.484153  7.267888  -0.466788
C  1.319003  6.248218  -0.998758
C  0.836773  4.987168  -1.048338
C  -0.510767  4.730258  -0.773948
H  -1.466567  7.759588  0.155322
H  0.793953  8.302368  -0.450408
H  2.300563  6.365968  -1.433568
H  1.390613  4.136528  -1.417218
H  -0.827857  3.697968  -0.759028
C  0.776313  -0.242492  0.105902
C  -0.568427  0.435238  -0.099848
O  -0.875287  0.741008  -1.256608
C  -1.375077  0.809548  1.127422
H  1.420983  0.443698  0.655122
H  1.297703  -0.438632  -0.831008
H  0.768473  -1.173662  0.672432
H  -2.371287  1.138888  0.832122
H  -0.902317  1.653028  1.630542
H  -1.503407  -0.103622  1.708582
C  0.950063  4.268008  5.011862
C  0.706463  3.453888  3.764302
O  0.009823  2.473148  3.761522
C  1.339213  3.944748  2.445822
H  1.867633  4.856298  5.020142
H  0.877763  3.610778  5.878412
H  0.099313  4.940338  5.122792
H  0.674193  4.646638  1.942622
H  1.558933  3.111258  1.778652
H  2.191443  4.527668  2.795122
C  4.298533  -2.484042  0.071022
C  5.167163  -3.660782  -0.260468
O  6.386803  -3.586972  -0.279658
C  4.454443  -4.869042  -0.773608
H  3.553273  -2.664962  0.845592
H  3.757603  -2.102522  -0.794958
H  5.033743  -1.715922  0.310942
H  3.849633  -4.516322  -1.609008
H  3.794943  -5.199432  0.028902
H  5.156303  -5.641292  -1.088448
C  1.531263  -3.214972  -2.579778
C  2.550763  -2.908822  -3.616488
O  3.743913  -2.878262  -3.347508
C  2.035923  -2.806522  -4.989398
H  0.616643  -2.765072  -2.966008
H  1.753793  -2.679332  -1.656918
H  1.338543  -4.287772  -2.571498
H  2.797003  -2.870002  -5.767108
H  1.462033  -1.880322  -5.019428
H  1.242713  -3.524942  -5.196248
C  0.019303  -5.333912  0.547292
C  -0.404037  -4.236392  1.570812
O  -0.486577  -3.032402  1.336712
C  -0.829797  -4.697392  2.942952
H  1.024143  -5.149302  0.167392
H  -0.710807  -5.377252  -0.260898
H  -0.005947  -6.315242  1.021072
H  -1.393177  -5.630132  2.916652
H  -1.404937  -3.971202  3.517392
H  0.074333  -4.882562  3.522922
C  -6.215227  1.973058  -1.784878
C  -4.975797  1.724438  -2.688498
O  -5.078857  1.253378  -3.795658
C  -3.745447  2.413338  -2.185728
H  -6.328817  3.007648  -1.461108
H  -5.990777  1.343558  -0.923798
H  -7.164077  1.668958  -2.226818
H  -3.870977  3.026788  -1.293528
H  -3.263667  2.947948  -3.004368
H  -3.135157  1.598108  -1.797078
C  0.673473  2.906238  -3.673378
C  1.338173  2.009158  -4.729768
O  1.373673  2.376168  -5.896318
C  2.038213  0.753688  -4.239148
H  1.364683  3.745818  -3.599718
H  0.460323  2.483438  -2.691588
H  -0.250937  3.334188  -4.061208
H  1.409623  -0.134262  -4.171938
H  2.604033  0.907118  -3.320228
H  2.829573  0.508128  -4.947348
C  2.507313  -1.673982  5.288322
C  2.144033  -1.228692  3.838032
O  2.955283  -1.176862  2.906682
C  0.789443  -0.697452  3.609762
H  3.565553  -1.520832  5.499912
H  2.223573  -2.722922  5.373882
H  1.955633  -1.102162  6.034492
H  0.419413  -0.241522  4.528082
H  0.240163  -1.624262  3.444142
H  0.760783  -0.024682  2.752642
C  -4.293737  -3.693572  2.396132
C  -3.978117  -3.582682  0.867492
O  -3.632657  -4.537482  0.243372
C  -4.002317  -2.195212  0.276282
H  -3.360337  -3.526732  2.933752
H  -4.571227  -4.708932  2.679212
H  -5.031017  -2.990502  2.783712
H  -3.745577  -1.469662  1.048142
H  -4.984887  -2.010862  -0.158078
H  -3.286967  -2.139382  -0.544238
C  -3.381197  -0.270082  3.999032
C  -3.947987  0.865908  4.833222
O  -5.000537  1.434868  4.518362
C  -3.000337  1.390938  5.869152
H  -3.448437  -1.184022  4.589202
H  -2.380737  -0.021902  3.644662
H  -3.980737  -0.363812  3.093572
H  -3.596197  1.755958  6.705702
H  -2.360857  2.175568  5.464772
H  -2.313747  0.642728  6.265242
C  -3.861247  -1.551762  -5.525268
C  -2.438627  -1.498872  -5.016748
O  -1.729497  -2.478052  -5.217388
C  -1.967727  -0.260862  -4.288918
H  -4.098767  -2.436932  -6.115328
H  -4.044677  -0.681652  -6.155638
H  -4.509497  -1.507112  -4.650128
H  -2.045257  0.583938  -4.973308
H  -0.994347  -0.387422  -3.814988
H  -2.664577  -0.044902  -3.479068
C  3.963883  1.287098  -0.988138
C  5.156163  1.853648  -0.194868
O  5.283383  3.059518  0.087132
C  6.263213  0.877358  0.221512
H  3.763743  0.300758  -0.569588
H  4.276963  1.110198  -2.017108
H  3.097053  1.947928  -0.986188
H  6.228363  0.620638  1.280272
H  7.198083  1.432558  0.144892
H  6.261013  -0.035592  -0.373988

Cartesian forces (eV/Å) of the 3 atoms listed first:
-1.663 0.886 0.509
-0.128 -1.575 -0.168
0.276 0.792 -0.445

Question: Among the records above, which one has the highest electronic energy?
Answer: C41H77NO12

Question: Which formula does entry 1 have?
Answer: C41H76N4O11S

Question: The highest electronic energy belongs to which entry?
Answer: C41H77NO12

Question: Among the records above, which one has the lowest net charge?
Answer: C41H77NO12